DFT (wB97M-V/def2-TZVPD) results for a 3-piece molecular cluster, C4H8O3 overall.

```
15
C4H8O3 (wB97M-V/def2-TZVPD)
C -2.256 0.595 -1.444
C -0.090 1.080 0.460
O 0.706 1.131 1.404
C -0.085 0.107 -0.575
O 1.551 -1.731 0.279
C 2.452 -1.630 1.088
O 2.648 -0.618 1.901
H -2.640 0.163 -0.523
H -2.591 0.018 -2.307
H -2.542 1.645 -1.528
H -0.784 1.928 0.308
H 1.921 0.051 1.736
H -1.113 0.593 -1.552
H -0.396 -0.925 -0.472
H 3.219 -2.406 1.224
```

Calculated values
E: -382.78823 hartree
Charge: 0
Frontier orbital gap: 0.3263 hartree
Energy relative to the best compared isomer or geometry (same formula, charge and spin): 463.6 kJ/mol

Results of the natural (NBO) charge analysis, in e, for atoms 1 through 4:
1. C -0.7317
2. C 0.2483
3. O -0.6345
4. C -0.1427


DFT (wB97M-V/def2-TZVPD) results for C4H8O3 as an isolated structure.

```
15
C4H8O3 (wB97M-V/def2-TZVPD)
C -0.284 -0.607 -1.950
O 0.152 -0.600 -0.576
C -0.810 0.139 0.366
O -1.511 1.017 -0.124
C -0.509 -0.316 1.607
C 1.520 0.429 0.125
O -0.991 0.321 2.729
H -1.187 -1.230 -2.029
H 0.514 -1.061 -2.538
H -0.523 0.399 -2.301
H 0.001 -1.251 1.789
H 2.212 0.019 -0.596
H 1.837 0.288 1.162
H 1.166 1.440 -0.071
H -1.587 1.013 2.408
```

Calculated values
E: -382.75069 hartree
Charge: 0
Frontier orbital gap: 0.2384 hartree
Energy relative to the best compared isomer or geometry (same formula, charge and spin): 562.2 kJ/mol

Results of the natural (NBO) charge analysis, in e, for atoms 1 through 4:
1. C -0.2635
2. O -0.4993
3. C 0.5482
4. O -0.6958


DFT (wB97M-V/def2-TZVPD) results for one molecule with the formula C4H8O3 at a distorted geometry.

```
15
C4H8O3 (wB97M-V/def2-TZVPD)
C 1.849 0.562 -0.010
C 0.364 0.615 -0.259
O 0.098 0.308 -1.682
C -0.257 -0.467 0.562
C -1.796 -0.269 0.655
O -2.437 -0.007 1.637
O -2.394 -0.752 -0.536
H 2.223 -0.485 0.235
H 2.135 0.923 1.020
H 2.717 1.010 -0.654
H 0.016 1.660 0.005
H 0.755 -0.246 -2.146
H -0.155 -1.523 0.114
H 0.234 -0.540 1.500
H -3.352 -0.789 -0.439
```

Calculated values
E: -382.90460 hartree
Charge: 0
Frontier orbital gap: 0.4083 hartree
SMILES: C[C@@H](O)CC(=O)O
Energy relative to the best compared isomer or geometry (same formula, charge and spin): 158.1 kJ/mol

Results of the natural (NBO) charge analysis, in e, for atoms 1 through 4:
1. C -0.6653
2. C 0.0803
3. O -0.7436
4. C -0.5239